98
Properties=species:S:1:pos:R:3 method="wB97M-V/def2-TZVPD" e_tot_ev=-117873.7822 total_charge=+1 homo_energy_ev="-6.90 / -6.88" spin_multiplicity=5 mol_weight_g_mol=794.184 homo_lumo_gap_ha="0.146 / 0.145" e_above_lowest_kj_mol=29.12
C -1.75 -0.61 2.78
H 4.69 2.13 0.78
H 1.56 1.05 -5.15
H -0.03 1.98 -2.84
H 2.09 -0.57 0.04
H -1.85 -1.34 -4.69
H -2.59 -0.03 4.68
N -0.02 -0.32 -4.99
C 0.62 1.17 -3.16
H -1.28 -1.50 2.37
H -0.59 -7.40 -0.85
H 0.04 0.17 3.43
H 2.06 -0.95 -2.68
C 0.71 -4.83 1.71
C 2.51 4.60 2.28
C 1.63 5.22 1.35
H -4.17 -3.87 3.62
C 0.86 -6.18 1.96
C 0.57 1.01 -4.70
C 0.10 -4.39 0.54
N -0.70 0.41 2.77
H 4.69 1.93 -0.98
C -1.37 -0.41 -4.37
C 2.55 3.17 2.42
C 0.42 -7.09 1.01
C 1.88 2.42 1.41
S 2.79 6.98 2.49
O -0.75 -2.49 -0.63
H -0.11 -0.44 -6.00
H -1.48 -1.40 4.76
H 3.88 -1.75 -0.88
H -2.04 4.53 -1.37
C 2.54 0.43 2.54
Fe -0.19 -0.04 0.36
C -1.19 -0.36 -2.84
H -4.00 -1.87 -0.73
N -5.17 -2.43 1.39
C -3.87 -2.62 1.11
H -4.33 -1.34 3.74
C -0.38 -5.32 -0.38
N 0.19 -0.05 -2.52
H -0.05 1.77 -5.17
H 3.31 0.64 4.50
H 4.38 -0.31 1.07
C 0.91 3.01 0.59
H 1.07 -4.09 2.41
N 1.70 6.54 1.38
C 3.12 2.54 3.50
C -2.29 -0.95 4.18
H -2.43 -2.46 -0.34
C -0.30 4.99 -0.18
H -0.86 -4.97 -1.28
H -1.07 1.31 3.04
H -0.42 6.06 -0.21
H -2.11 -3.34 1.69
H 0.38 -2.36 -4.66
H -2.42 -3.74 3.87
H 1.81 -1.36 -4.98
H -5.68 -1.79 0.79
C -0.96 2.77 -0.74
C 3.00 1.14 3.60
C 0.85 -1.40 -4.45
C -1.19 4.14 -0.83
N 2.11 1.02 1.38
C 4.91 1.44 -0.03
H -1.97 0.43 -4.74
C 0.74 4.43 0.56
H -1.84 0.39 -2.38
O -2.40 0.01 0.57
C -0.22 -6.67 -0.14
C 1.02 -1.16 -2.93
N -3.45 -2.47 -0.15
H 1.33 -6.52 2.86
H 0.71 -2.04 -2.36
H -1.42 -1.31 -2.37
H -5.44 -2.40 2.36
H 5.51 -1.10 -0.95
H 2.29 1.04 -0.69
C 2.59 0.40 0.14
C 0.00 -2.92 0.29
H -3.75 -2.13 5.21
H 5.98 1.21 -0.01
O -4.01 0.01 2.09
N 3.21 5.48 2.98
H -1.67 2.08 -1.18
N -3.05 -3.15 2.01
H 4.26 -0.40 -1.97
O 0.67 -2.15 1.01
H 2.50 -0.66 2.54
C -2.84 -0.13 1.75
C 4.46 -0.84 -0.99
H 3.61 3.12 4.26
C -3.29 -3.23 3.45
H 1.63 1.40 -2.85
C -3.50 -1.89 4.17
Cl 0.68 -8.78 1.28
N 0.06 2.20 -0.13
C 4.11 0.15 0.12

=====

81
Properties=species:S:1:pos:R:3 method="wB97M-V/def2-TZVPD" e_tot_ev=-108421.7613 total_charge=-1 homo_energy_ev="-3.69 / -3.78" spin_multiplicity=2 mol_weight_g_mol=879.070 homo_lumo_gap_ha="0.226 / 0.223" e_above_lowest_kj_mol=0.00
Cl 0.12 -5.50 0.59
H 4.43 1.57 -1.52
H 2.82 2.24 -1.34
H -1.63 3.50 4.32
N -2.57 0.10 -1.36
H -2.92 0.99 1.51
C -2.84 -1.85 -0.29
C -0.19 2.96 -6.52
H -3.33 0.01 2.92
C -2.61 -2.86 0.74
H -3.58 1.77 2.95
H 5.02 -0.87 -0.35
C 1.40 1.26 2.40
H -2.47 -5.37 3.69
H -4.48 -1.08 -1.42
C -0.51 3.06 -4.12
Cl 2.13 -4.58 -1.32
H 0.95 2.01 -2.95
H 2.15 -4.43 1.03
H 2.19 -0.76 -3.41
C -2.51 -4.67 2.87
Si -1.20 1.27 3.29
C -1.15 3.16 3.40
C 4.16 -1.39 -0.76
C -2.93 0.97 2.60
C 0.94 2.18 -6.34
H -1.80 4.00 -5.55
S -0.55 1.58 -0.46
C 3.19 2.42 3.56
H -1.42 -3.13 3.90
H 2.23 1.23 -4.91
H 3.29 1.44 -2.85
H 1.20 2.20 4.32
H -3.68 -2.46 -2.15
O -1.37 -1.35 2.08
H -2.04 0.21 5.38
N 1.79 0.07 0.37
C -3.13 -5.04 1.67
C 1.67 -0.95 -2.47
C 4.07 2.10 2.54
C 1.35 1.84 -5.06
C -4.02 -2.04 -1.20
H -0.52 3.23 -7.51
H -0.63 1.22 5.73
C -1.92 -3.43 3.00
C -1.32 3.51 -2.94
H 0.68 -0.50 -2.52
H -3.56 -6.03 1.56
C 0.79 -2.91 0.39
H -0.15 3.58 3.36
C -1.93 1.21 -1.42
H 5.10 2.41 2.59
C 0.63 2.28 -3.95
H 3.53 2.97 4.42
H 1.54 -2.03 -2.37
C 1.86 1.99 3.49
O 0.96 -2.31 1.47
H -0.70 3.67 -2.06
C -1.93 -2.51 1.93
C 3.38 1.41 -1.76
C -1.06 0.52 5.01
C -3.18 -4.13 0.63
H -4.75 -2.71 -0.75
C 2.30 0.92 1.36
H -3.67 -4.43 -0.29
H -1.82 4.46 -3.16
H -0.42 -0.36 4.97
Si 2.71 -0.23 -1.08
H 4.48 -1.90 -1.68
H -1.72 3.57 2.56
H 3.87 -2.16 -0.04
O 0.14 -2.40 -0.55
C -0.91 3.40 -5.41
H 1.51 1.84 -7.20
H 4.34 1.06 0.69
S -2.67 2.38 -2.52
C 3.62 1.35 1.45
Re -0.16 -0.47 0.67
N 0.12 0.74 2.27
C 1.39 -4.31 0.27
N -2.10 -0.78 -0.39

=====

64
Properties=species:S:1:pos:R:3 method="wB97M-V/def2-TZVPD" e_tot_ev=-200845.1799 total_charge=-1 homo_energy_ev="-4.99 / -4.98" mol_weight_g_mol=871.270 homo_lumo_gap_ha="0.221 / 0.221" e_above_lowest_kj_mol=61.81
H -2.65 -0.72 0.64
O 0.38 -2.49 -0.28
H -3.11 1.57 -5.00
H 1.90 6.27 0.17
H -1.91 4.17 -2.02
O -1.97 -3.30 -2.25
C 2.30 -0.72 3.71
C 0.20 3.97 -1.65
C -2.61 -4.30 -0.15
O 0.75 -3.68 0.00
H 2.25 4.15 -1.05
H -2.10 6.30 -0.78
C -0.65 -0.72 1.37
S 3.54 -2.82 -0.38
H -1.76 1.02 -4.00
P -1.78 -1.78 -2.64
C 0.15 -0.68 2.57
C -0.48 -0.53 3.83
H -3.73 -0.56 2.84
S 5.91 -4.56 0.03
C 4.26 1.72 1.38
O -1.16 1.91 -0.09
H 4.72 1.28 2.27
H 2.07 -1.00 1.63
H -4.36 -0.50 -4.65
Se 0.42 2.32 -2.56
O -1.96 -0.90 -1.38
H -0.20 -0.31 5.96
H -3.68 -4.40 -2.03
H -3.45 -4.70 0.42
H 3.21 1.45 1.33
O -2.96 -1.55 -3.66
C 0.31 -0.44 5.01
C -3.53 -0.26 -3.99
C -2.56 0.68 -4.66
V 0.01 -0.94 -0.61
S 6.08 -1.60 0.03
H -2.09 -3.57 0.46
H -3.74 -2.82 -1.24
C -2.65 -0.58 2.78
H 4.35 2.80 1.42
C 5.22 -3.07 -0.10
C -2.02 -0.69 1.52
C 3.54 -1.08 -0.42
C 4.75 -0.50 -0.21
S 2.14 -0.05 -0.73
C 1.67 -0.51 4.96
H -3.94 0.18 -3.07
Te 0.36 -1.55 -3.52
C 1.06 5.79 -0.34
S 5.15 1.21 -0.11
H -1.91 -5.11 -0.36
N -0.12 6.41 -0.24
C -0.48 1.18 -0.67
C 1.27 4.60 -1.01
C -1.03 4.61 -1.55
H 3.38 -0.81 3.66
C -1.14 5.80 -0.85
C -1.89 -0.48 3.91
H -2.09 0.20 -5.53
C -3.11 -3.69 -1.44
C 1.57 -0.81 2.57
H 2.25 -0.43 5.87
H -2.36 -0.37 4.89

=====

39
Properties=species:S:1:pos:R:3 method="wB97M-V/def2-TZVPD" e_tot_ev=-28506.8379 total_charge=+4 homo_energy_ev="-23.52 / -23.29" spin_multiplicity=4 mol_weight_g_mol=474.327 homo_lumo_gap_ha="0.228 / 0.163" e_above_lowest_kj_mol=0.00
H 2.14 -3.08 -4.14
H -3.52 -2.57 -0.97
Re -0.38 0.96 1.05
C 2.31 -0.88 3.48
C -1.24 2.79 -1.10
C -1.59 -1.73 1.55
H 3.03 -1.44 -2.11
H 1.87 1.42 0.05
C 1.04 -0.49 1.52
H -3.32 -3.10 1.69
C -2.05 2.93 -2.23
N -1.13 -0.97 0.51
H 1.11 3.04 0.25
H -1.16 -1.71 2.54
N -1.61 0.77 -1.94
C -2.30 1.65 -2.71
O 1.39 -1.53 1.02
H -0.81 3.51 -0.43
H 1.82 -1.84 3.60
H -2.93 1.32 -3.52
H 3.28 -0.97 2.98
C 1.24 2.05 0.75
N -0.15 -1.27 -2.65
C 0.16 -2.20 -3.58
H -0.62 -2.62 -4.21
C 2.03 -1.53 -2.54
C 1.55 -2.40 -3.57
H 1.78 2.25 1.71
C -2.68 -2.49 1.10
B -1.55 -0.76 -2.04
N 1.04 -0.76 -2.15
N -1.82 -1.36 -0.62
O 1.50 0.03 2.75
H -2.40 3.85 -2.63
C -2.78 -2.24 -0.26
N -1.03 1.46 -0.86
H -2.42 -1.12 -2.78
H 2.46 -0.44 4.46
H -1.04 1.46 2.41